[1]
Here is an isolated molecule of C3H6ClNS at a distorted geometry from the OMol25 dataset. Energies are from wB97M-V/def2-TZVPD.

Kohn-Sham gap = 8.62 eV
M = 123.61 g/mol
SMILES string = CNC(=S)CCl

Element x y z (Å)
H (-1.31, 0.53, -1.59)
C (-1.32, -0.26, -0.70)
S (2.47, -1.24, 0.03)
H (0.27, -1.57, -1.23)
C (1.07, -0.42, 0.22)
H (-1.99, -1.06, -1.00)
N (0.02, -0.81, -0.51)
H (-0.30, 0.63, 1.32)
C (0.75, 0.72, 1.11)
H (1.34, 0.89, 2.00)
Cl (0.62, 2.36, 0.18)
H (-1.61, 0.23, 0.16)

---

[2]
Here is a cluster of 2 separate species, C7H16N2 in total at a distorted geometry from the OMol25 dataset. Energies are from wB97M-V/def2-TZVPD.

Kohn-Sham gap = 8.19 eV
M = 128.22 g/mol
SMILES string = [H]/N=C/NC.C=CC(C)C

Element x y z (Å)
H (1.84, 0.85, 0.73)
H (-0.13, 2.20, 1.33)
H (-2.40, -1.19, -1.44)
H (0.48, -0.68, -2.64)
H (2.49, -1.89, -0.17)
H (-1.46, 0.74, 2.25)
C (-1.73, 0.04, 0.22)
H (-1.11, 1.38, -1.46)
C (1.04, 0.18, -0.98)
H (-2.72, 0.51, 0.14)
N (1.66, -0.03, 0.25)
H (-0.57, -1.34, -1.10)
C (-0.81, 1.20, -0.43)
H (3.05, -1.14, 1.33)
C (-1.38, -0.18, 1.68)
H (-1.86, -2.14, -0.01)
H (-2.06, -0.92, 2.12)
H (-0.36, -0.56, 1.77)
C (-0.40, 2.27, 0.28)
C (-1.75, -1.22, -0.58)
H (1.29, 1.10, -1.51)
N (0.69, -0.90, -1.67)
H (-0.27, 3.24, -0.18)
H (3.67, -0.56, -0.24)
C (2.79, -0.95, 0.29)

---

[3]
Here is a structure of composition C10H28CuN2O7P at a distorted geometry from the OMol25 dataset. Energies are from wB97M-V/def2-TZVPD.

Charge = -2
Kohn-Sham gap = 2.88 eV
M = 382.86 g/mol

Element x y z (Å)
H (-17.55, 17.11, -8.52)
N (-21.51, 18.89, -8.61)
H (-16.50, 19.35, -6.60)
O (-16.30, 20.18, -4.75)
H (-21.71, 19.61, -5.31)
C (-16.08, 19.02, -4.00)
H (-17.49, 20.56, -8.54)
H (-15.54, 18.25, -4.58)
O (-17.23, 19.43, -9.87)
H (-23.03, 19.51, -7.17)
C (-21.73, 21.15, -7.68)
O (-19.47, 19.13, -10.97)
H (-17.02, 18.54, -3.71)
H (-18.03, 19.43, -5.68)
H (-18.57, 23.09, -6.27)
H (-15.51, 19.29, -3.11)
C (-21.27, 19.12, -6.20)
C (-17.76, 16.10, -6.87)
H (-17.60, 16.59, -5.90)
H (-16.42, 21.74, -6.82)
H (-18.27, 21.91, -8.29)
N (-18.10, 21.03, -7.82)
H (-20.23, 19.45, -6.12)
O (-17.56, 18.62, -12.39)
H (-21.39, 18.05, -6.07)
H (-18.83, 14.50, -7.78)
O (-22.25, 21.86, -6.58)
H (-16.75, 15.79, -7.15)
P (-17.99, 19.57, -11.24)
H (-22.71, 23.58, -7.59)
O (-18.00, 21.02, -11.75)
H (-21.83, 19.34, -9.47)
H (-17.69, 22.59, -4.83)
C (-17.39, 21.28, -6.56)
C (-17.10, 19.95, -5.91)
C (-18.22, 22.22, -5.71)
H (-22.67, 23.67, -5.86)
Cu (-19.18, 19.21, -8.90)
H (-22.04, 18.02, -8.61)
H (-21.11, 23.59, -6.75)
H (-22.25, 21.42, -8.62)
H (-20.68, 21.37, -7.87)
H (-19.10, 21.69, -5.34)
O (-18.21, 17.07, -7.81)
C (-21.98, 19.67, -7.45)
C (-18.75, 14.94, -6.80)
H (-18.37, 14.17, -6.12)
H (-19.70, 15.31, -6.41)
C (-22.14, 23.25, -6.71)

---

[4]
Here is a structure of composition C17H13ClN2O6Pb at a distorted geometry from the OMol25 dataset. Energies are from wB97M-V/def2-TZVPD.

Charge = -2
Kohn-Sham gap = 3.86 eV
M = 583.95 g/mol

Element x y z (Å)
O (-0.68, 1.29, 1.10)
H (2.01, -1.76, -1.07)
C (-0.68, 0.11, 5.90)
H (-2.25, -2.51, -0.38)
C (0.15, -0.25, 4.83)
H (-0.39, -2.05, -2.30)
C (-0.17, 2.86, -3.46)
C (-1.43, 2.22, -3.74)
O (-3.76, 1.85, 6.45)
C (-0.17, 0.11, 3.51)
H (-0.40, -0.12, 6.93)
H (1.63, -2.07, 1.59)
C (-0.52, -2.37, 1.04)
H (-2.39, 2.72, -3.86)
C (-1.39, 0.75, 3.23)
C (-1.19, -2.36, -0.21)
C (-1.87, 0.79, 5.62)
C (0.86, -2.13, 0.82)
H (0.53, -0.12, 2.71)
C (-0.21, -2.11, -1.23)
H (-0.99, -2.53, 2.01)
Pb (-0.42, 1.35, -1.42)
N (-2.71, 1.22, 6.71)
H (1.93, 2.03, -3.49)
C (0.23, 0.59, -3.82)
O (-2.35, 0.95, 7.87)
H (0.75, -0.35, -4.01)
C (1.06, -1.97, -0.58)
O (1.97, -1.47, 4.07)
O (-2.93, 1.15, 1.45)
C (-1.18, 0.83, -3.98)
N (1.30, -1.09, 5.06)
H (-3.19, 1.57, 4.08)
C (-1.74, 1.10, 1.78)
H (-0.01, 3.93, -3.33)
C (0.86, 1.85, -3.54)
Cl (2.05, 1.37, -0.74)
H (-1.90, 0.10, -4.35)
C (-2.25, 1.07, 4.28)
O (1.58, -1.42, 6.23)

---

[5]
Here is a structure of composition C28H42N9O5V at a distorted geometry from the OMol25 dataset. Energies are from wB97M-V/def2-TZVPD.

Spin multiplicity = 4
Charge = -1
Kohn-Sham gap (alpha / beta) = 2.74 / 4.95 eV
M = 635.65 g/mol

Element x y z (Å)
H (7.36, -0.02, 1.10)
C (-0.72, 4.12, 2.04)
H (-2.00, 3.17, -1.49)
H (-1.01, -5.60, -1.10)
H (0.31, -4.91, -1.85)
N (-0.82, 4.97, 0.82)
C (4.06, 0.27, 3.82)
H (0.22, 5.31, -0.97)
H (-1.79, 2.19, 1.92)
C (-0.30, -3.36, 1.73)
H (-0.81, 5.95, 1.10)
O (-0.50, -0.31, 2.46)
H (0.25, 4.30, 2.51)
H (1.21, 2.67, 0.08)
C (4.46, 0.42, 2.50)
H (6.15, 1.01, 0.29)
H (2.44, -0.08, 5.14)
H (-0.70, -3.05, 2.68)
H (2.71, -0.49, -2.50)
H (0.12, 2.06, -3.45)
H (1.25, -2.14, -4.81)
H (-4.19, -2.52, 0.07)
C (-4.01, -2.80, -2.61)
H (0.15, -4.36, -4.75)
N (-0.84, 2.59, 0.13)
C (-2.09, 4.68, 0.11)
H (-2.88, 2.62, -0.03)
O (-2.82, 0.30, 1.21)
N (0.76, -2.79, 1.14)
N (-0.76, -4.39, 1.05)
H (1.60, 0.26, -1.36)
H (-1.51, 4.41, 2.73)
C (-0.12, -0.36, 4.82)
C (0.50, -2.34, -4.06)
H (-2.21, 5.40, -0.71)
H (3.81, 0.58, 0.45)
C (-0.86, 2.64, 1.58)
N (0.05, -4.41, 0.01)
N (-0.03, -5.35, -0.99)
H (2.41, 1.24, -2.61)
C (2.14, 0.31, 1.74)
C (-1.57, -2.80, -2.26)
H (-0.66, 1.06, -2.18)
O (-4.86, 0.96, 0.84)
N (0.98, -3.47, 0.05)
C (-0.14, -3.58, -4.06)
C (-2.02, 3.21, -0.40)
H (0.33, -1.25, 5.27)
H (1.18, 0.04, -4.37)
C (6.29, 0.19, 1.01)
C (-1.22, -3.74, -3.22)
C (3.52, 0.46, 1.48)
C (1.73, 0.09, 3.10)
C (2.72, 0.09, 4.11)
H (-2.95, -4.12, -1.29)
H (-3.93, -1.78, -2.96)
C (-2.90, -3.06, -1.57)
H (-1.20, -0.47, 4.80)
H (0.14, 0.50, 5.44)
C (-0.73, -1.65, -2.05)
C (1.95, 0.28, -2.39)
H (-5.00, -2.94, -2.17)
C (0.36, -0.18, 3.38)
C (-0.29, 1.08, -3.20)
H (-3.92, -3.46, -3.46)
N (-0.77, -0.93, -0.96)
H (5.78, -0.70, 0.63)
H (-3.25, -1.18, -0.58)
C (0.36, 3.19, -0.38)
C (0.79, 0.00, -3.34)
V (-0.63, -0.45, 0.64)
H (1.26, 5.04, 0.44)
C (0.35, 4.71, -0.07)
H (-2.47, -2.37, 0.45)
C (-3.22, -2.24, -0.33)
H (0.42, 3.01, -1.45)
H (-0.03, 2.03, 1.95)
O (5.83, 0.53, 2.29)
C (0.19, -1.37, -3.14)
H (-2.92, 4.82, 0.81)
H (4.81, 0.26, 4.60)
O (1.31, 0.48, 0.76)
H (-1.11, 0.87, -3.88)
H (-1.84, -4.63, -3.32)
N (-3.66, 1.27, 1.06)

---

[6]
Here is a structure of composition C14H18ClN4O8PtS2 from the OMol25 dataset. Energies are from wB97M-V/def2-TZVPD.

Spin multiplicity = 3
Charge = -1
Kohn-Sham gap (alpha / beta) = 8.18 / 8.03 eV
M = 664.98 g/mol

Element x y z (Å)
C (-0.22, -4.51, -1.51)
H (-0.40, -2.49, 2.05)
N (0.54, -4.15, 1.18)
N (-0.15, -2.13, 0.00)
N (-1.23, -4.26, -0.49)
Cl (-3.41, -1.96, 2.88)
O (-4.36, -0.21, 0.48)
N (1.07, -3.88, -1.19)
H (1.79, -1.95, -0.79)
C (0.65, 1.69, 3.08)
C (-0.73, -4.77, 0.79)
C (-3.18, -0.21, 0.79)
H (-1.47, -4.56, 1.57)
Pt (-0.27, 0.29, 0.34)
O (3.50, -0.84, 2.08)
S (-0.02, 2.67, 1.72)
H (-2.15, -2.62, 0.42)
O (-0.01, 4.04, 2.15)
H (-0.07, -5.59, -1.60)
C (0.85, -2.44, -1.05)
H (0.48, -2.04, -2.00)
H (1.37, -0.43, 6.23)
H (2.61, -0.84, 4.13)
C (1.52, -4.40, 0.11)
C (-0.03, 1.93, 4.27)
C (0.22, 1.19, 5.40)
C (1.62, 0.69, 3.03)
C (-1.42, -2.81, -0.36)
S (2.72, 0.30, 1.64)
O (-2.22, -0.12, -0.09)
H (-0.32, 1.39, 6.32)
O (3.43, 1.51, 1.35)
C (-2.81, -0.37, 2.27)
C (1.86, -0.06, 4.18)
O (-1.36, 2.06, 1.54)
H (-1.75, -0.35, 2.46)
H (-0.59, -5.85, 0.71)
H (-0.57, -4.12, -2.46)
O (1.83, -0.14, 0.50)
H (1.68, -5.47, 0.03)
C (0.34, -2.71, 1.28)
H (-1.78, -2.39, -1.29)
H (-0.78, 2.72, 4.28)
H (-3.31, 0.40, 2.84)
C (1.16, 0.18, 5.35)
H (1.28, -2.23, 1.54)
O (0.75, 2.37, 0.50)
H (2.46, -3.91, 0.38)

---

[7]
Here is a cluster of 15 separate species, C52H146N12O16 in total at a distorted geometry from the OMol25 dataset. Energies are from wB97M-V/def2-TZVPD.

Kohn-Sham gap = 9.28 eV
M = 1195.81 g/mol

Element x y z (Å)
C (13.43, 21.78, 14.88)
H (13.64, 11.47, 18.61)
C (11.81, 18.94, 12.29)
N (15.04, 11.81, 6.82)
H (10.78, 22.02, 11.91)
H (20.80, 15.11, 14.92)
H (20.47, 15.52, 10.91)
H (13.23, 23.43, 8.98)
C (10.22, 19.15, 16.98)
H (18.49, 19.36, 18.90)
H (14.64, 9.33, 18.41)
H (13.08, 15.16, 7.26)
H (17.29, 22.65, 13.46)
H (16.75, 12.97, 18.60)
H (18.06, 20.35, 7.76)
C (13.90, 15.88, 16.29)
H (16.39, 14.23, 10.26)
C (14.63, 17.18, 15.72)
H (18.82, 8.57, 12.83)
O (18.32, 14.85, 9.66)
H (12.86, 16.02, 16.11)
H (13.56, 11.00, 11.41)
H (13.97, 21.86, 8.75)
H (16.09, 14.35, 20.21)
H (20.22, 13.15, 12.50)
H (15.54, 11.87, 9.62)
H (11.28, 19.40, 17.05)
H (17.08, 19.52, 16.98)
O (10.62, 16.97, 15.95)
H (14.63, 16.78, 22.31)
C (16.94, 11.51, 12.80)
N (17.27, 21.07, 15.81)
C (18.29, 22.33, 13.75)
H (22.30, 16.67, 17.72)
H (13.81, 16.17, 19.39)
H (15.41, 13.25, 13.38)
H (14.35, 15.16, 21.56)
N (12.25, 16.44, 20.89)
H (14.97, 10.21, 9.96)
H (15.10, 19.28, 11.37)
H (19.91, 14.69, 12.97)
H (12.03, 11.15, 14.08)
H (16.67, 12.16, 11.90)
N (18.55, 10.63, 11.24)
O (11.69, 13.91, 8.10)
H (16.52, 14.77, 21.89)
H (8.82, 12.28, 19.01)
O (19.60, 15.84, 16.40)
H (11.71, 15.63, 20.62)
H (12.57, 18.23, 11.91)
H (12.59, 8.36, 17.57)
H (16.81, 15.64, 12.14)
H (7.94, 13.04, 18.00)
H (16.08, 20.76, 11.09)
C (14.58, 9.03, 16.22)
H (20.88, 14.13, 9.07)
C (9.93, 12.02, 16.39)
C (12.38, 20.55, 10.45)
H (14.39, 18.71, 17.05)
C (18.75, 19.47, 9.54)
H (15.09, 16.01, 11.79)
C (14.65, 17.14, 14.20)
H (11.16, 14.31, 18.69)
H (22.77, 16.33, 16.01)
H (23.57, 15.61, 17.56)
O (15.96, 16.37, 20.82)
H (9.84, 19.29, 19.12)
H (17.56, 18.01, 8.55)
H (13.85, 22.72, 14.60)
H (17.77, 17.79, 10.42)
H (12.33, 9.69, 18.54)
H (18.41, 15.90, 14.61)
H (10.88, 18.58, 11.80)
H (14.85, 18.31, 19.71)
H (18.08, 11.06, 10.46)
N (22.48, 13.58, 16.50)
C (9.88, 18.16, 15.90)
H (20.80, 12.62, 9.88)
C (22.67, 15.90, 17.08)
H (17.02, 13.37, 8.79)
H (10.05, 11.07, 16.94)
H (14.08, 19.99, 14.84)
C (17.02, 14.35, 9.37)
H (16.75, 19.94, 19.14)
O (15.91, 11.25, 13.61)
H (13.05, 18.11, 16.54)
C (17.59, 18.49, 9.56)
C (11.18, 13.36, 18.16)
C (13.80, 18.16, 19.90)
N (8.81, 13.13, 18.41)
H (11.31, 15.39, 14.78)
H (16.64, 9.44, 8.47)
H (19.04, 9.78, 10.98)
H (8.96, 11.83, 15.83)
C (15.14, 10.75, 7.82)
H (17.28, 18.25, 19.55)
H (14.90, 18.18, 13.80)
H (10.27, 10.85, 14.15)
H (10.86, 16.96, 13.92)
N (20.54, 14.10, 12.42)
H (11.86, 13.13, 8.59)
H (8.75, 18.13, 18.22)
C (13.17, 11.79, 10.72)
H (20.00, 18.91, 12.72)
H (9.58, 14.13, 16.78)
C (14.84, 11.08, 9.24)
H (20.32, 18.29, 14.29)
H (14.14, 15.82, 17.36)
H (14.12, 12.18, 6.66)
N (9.61, 20.46, 16.83)
H (15.68, 9.23, 16.15)
C (12.80, 14.80, 8.24)
C (10.65, 16.25, 14.76)
H (17.76, 16.62, 16.09)
H (18.68, 13.05, 10.57)
C (13.04, 22.35, 9.01)
H (11.76, 18.76, 13.38)
H (14.27, 12.27, 14.32)
H (13.27, 21.89, 15.92)
H (18.90, 19.81, 10.61)
H (19.45, 19.81, 15.92)
H (11.47, 20.25, 9.93)
N (19.92, 18.73, 9.10)
H (14.27, 7.95, 16.21)
C (15.98, 16.33, 12.41)
H (19.69, 18.39, 8.18)
H (19.95, 21.50, 15.72)
H (11.16, 15.06, 10.54)
H (13.66, 12.64, 11.12)
H (11.54, 17.18, 20.61)
H (12.59, 21.56, 14.22)
H (17.79, 14.79, 15.90)
H (18.75, 23.14, 14.31)
O (15.67, 16.25, 13.81)
O (15.50, 11.59, 17.82)
H (14.42, 9.94, 7.65)
H (8.82, 17.87, 15.98)
O (12.10, 15.31, 10.56)
N (10.69, 21.09, 12.23)
C (14.13, 11.24, 17.64)
C (13.59, 16.74, 20.31)
H (17.53, 9.01, 14.04)
H (13.20, 16.62, 9.52)
H (17.68, 12.16, 13.35)
H (11.30, 12.48, 18.75)
O (13.48, 11.46, 9.38)
H (16.53, 15.08, 8.71)
C (20.56, 14.88, 15.91)
C (14.07, 9.68, 17.55)
H (9.72, 15.80, 14.57)
H (13.47, 18.76, 20.74)
H (10.27, 17.61, 18.48)
H (12.10, 13.35, 17.49)
H (13.69, 16.70, 13.88)
C (15.71, 12.76, 18.62)
H (15.70, 12.55, 7.01)
H (20.72, 19.40, 9.05)
N (12.60, 9.35, 17.60)
H (13.68, 11.76, 16.79)
H (15.76, 12.66, 15.04)
N (13.95, 18.36, 16.21)
H (22.13, 13.80, 10.16)
H (18.92, 10.07, 13.94)
C (18.29, 9.39, 13.34)
C (20.20, 14.46, 11.03)
H (12.15, 12.06, 10.85)
H (16.30, 21.35, 15.50)
O (20.54, 20.39, 14.16)
H (16.91, 9.99, 6.79)
H (14.25, 14.97, 15.84)
H (21.14, 14.55, 17.87)
C (14.64, 16.24, 21.35)
H (17.30, 10.96, 8.29)
H (15.65, 17.27, 16.11)
C (9.85, 13.18, 17.38)
H (14.24, 9.55, 15.27)
C (18.34, 20.70, 8.71)
H (19.15, 21.37, 8.59)
C (9.75, 18.53, 18.29)
H (17.47, 21.28, 9.07)
H (17.82, 20.17, 13.99)
H (8.61, 20.35, 16.54)
C (17.56, 10.26, 12.26)
H (10.10, 20.99, 16.05)
C (18.22, 21.04, 14.57)
O (14.52, 20.83, 14.64)
H (18.09, 14.27, 11.61)
O (12.64, 21.90, 10.27)
C (15.29, 12.42, 14.11)
C (16.09, 19.67, 11.04)
H (11.36, 10.13, 15.40)
C (11.20, 11.02, 14.75)
C (21.05, 13.65, 10.02)
H (18.99, 22.22, 12.90)
H (22.46, 13.48, 15.50)
C (20.64, 19.05, 13.61)
H (12.26, 22.04, 8.33)
O (17.21, 18.64, 17.47)
H (16.76, 9.65, 11.85)
H (20.10, 13.91, 15.90)
C (19.57, 20.64, 15.17)
H (11.56, 16.57, 9.00)
H (13.64, 14.29, 8.63)
H (16.88, 19.27, 11.65)
H (10.05, 18.65, 14.98)
C (18.80, 14.11, 10.76)
H (9.87, 20.78, 11.68)
H (21.68, 18.91, 13.45)
C (16.61, 10.27, 7.85)
H (13.22, 18.43, 19.07)
H (23.43, 13.71, 16.82)
C (18.33, 15.77, 15.71)
H (15.03, 13.64, 18.28)
C (21.70, 14.76, 16.90)
H (15.41, 12.55, 19.61)
O (10.99, 12.23, 15.55)
H (13.19, 19.82, 10.26)
H (17.61, 21.90, 16.37)
H (12.78, 20.77, 12.47)
H (17.72, 15.23, 20.61)
O (16.35, 19.15, 9.69)
H (16.19, 17.40, 12.19)
C (11.94, 20.39, 11.90)
C (12.43, 15.90, 9.31)
C (16.62, 15.12, 20.85)
C (17.44, 19.07, 18.83)

---

Across the entries above, E_tot takes the values -1031.01467, -385.68693, -3015.84509, -1869.46251, -2904.95674, -2741.16263, -3929.30577 a.u., respectively.